# C39H123N5O25

A cluster of 20 separate species, C39H123N5O25 in total (wB97M-V/def2-TZVPD, the OMol25 dataset).

```
192
Properties=species:S:1:pos:R:3:forces:R:3:lowdin_charge:R:1
C -2.5836 2.9042 1.3389 -1.4 0.4 -0.5 -0.104
O -2.1406 1.6780 0.8271 -0.6 -0.5 -0.5 -0.198
C -0.9992 1.7303 -0.0031 1.1 -0.3 0.8 -0.212
C -0.7092 0.5138 -0.8404 -0.9 -0.3 0.0 -0.187
N -1.6922 0.3129 -1.9162 0.3 -0.2 0.5 -0.033
C -2.8576 -0.4163 -1.4181 -1.7 -0.1 -0.4 -0.205
C -2.8668 -1.8948 -1.7335 0.0 0.5 0.3 -0.182
O -4.0839 -2.4455 -1.2081 1.5 0.3 0.9 -0.220
C -4.0387 -3.8474 -1.2618 -1.2 -0.8 -0.6 -0.092
H -2.3764 3.0831 2.3965 0.6 -0.1 -0.1 0.081
H -3.6771 2.9015 1.2568 0.0 -0.1 0.2 0.084
H -2.3258 3.7591 0.7071 0.6 0.0 0.2 0.081
H -0.1784 1.7472 0.7260 0.5 0.8 -0.5 0.109
H -1.0278 2.5431 -0.7362 0.0 0.5 0.5 0.112
H -0.6568 -0.3846 -0.2095 0.2 0.0 0.1 0.111
H 0.2697 0.7101 -1.2811 0.0 -0.2 -0.1 0.116
H -1.1853 -0.2021 -2.6340 -0.2 -0.1 -0.1 0.085
H -3.8312 -0.0814 -1.7997 0.3 0.7 -0.4 0.110
H -3.0215 -0.2949 -0.3464 0.6 0.1 0.1 0.104
H -1.9484 -2.2410 -1.2431 -0.2 -1.0 -0.1 0.122
H -2.8761 -2.0894 -2.8084 0.4 0.0 -0.1 0.135
H -3.0705 -4.3237 -1.0943 0.2 0.4 -0.2 0.082
H -4.4579 -4.0956 -2.2458 0.4 -0.6 0.0 0.090
H -4.7043 -4.3082 -0.5257 -0.1 0.5 0.1 0.072
C 2.1762 -0.5276 1.4154 -0.3 -0.2 -0.6 -0.115
O 2.9604 -1.0934 2.4386 0.1 -0.4 -0.1 -0.175
C 4.3285 -0.7646 2.2399 0.6 -0.1 1.5 -0.199
C 5.2177 -1.5235 3.2690 -1.4 0.1 -0.2 -0.192
N 5.5440 -2.9088 2.8636 0.3 1.4 0.3 -0.027
C 6.7216 -2.8157 1.9995 0.4 -0.6 -0.4 -0.220
C 7.3489 -4.1695 1.6687 0.9 0.4 0.9 -0.194
O 7.6600 -4.7168 2.9507 0.1 0.1 -0.4 -0.191
C 8.3976 -5.8886 2.8591 -0.1 -1.6 0.6 -0.144
H 2.3214 0.5551 1.3408 0.0 0.0 -0.1 0.075
H 1.1109 -0.7260 1.5401 0.1 0.0 0.7 0.072
H 2.3866 -1.0141 0.4552 0.3 0.2 -0.1 0.072
H 4.4055 0.3011 2.4779 0.3 0.2 -0.4 0.118
H 4.6697 -0.9622 1.2228 -0.2 0.0 0.0 0.086
H 4.6466 -1.5205 4.2023 -0.3 -0.4 -0.1 0.117
H 6.1202 -0.9840 3.5821 0.1 0.4 -0.7 0.111
H 5.8753 -3.2597 3.7578 0.1 -0.9 -0.3 0.101
H 7.5237 -2.2532 2.4976 0.2 -0.1 0.2 0.125
H 6.6055 -2.2305 1.0831 -0.9 -0.5 0.5 0.062
H 8.3013 -3.9490 1.1641 -0.1 -0.1 0.0 0.088
H 6.8670 -4.9359 1.0552 -0.8 0.4 0.0 0.132
H 7.8008 -6.7508 2.5211 -0.2 0.3 -0.3 0.088
H 8.6873 -6.2013 3.8655 0.2 0.4 0.0 0.088
H 9.2848 -5.8794 2.2160 0.0 0.6 0.0 0.088
C 2.9920 6.1746 -3.7074 -0.1 -0.2 1.1 -0.095
O 2.2324 5.0308 -3.3233 -0.2 0.0 -1.2 -0.199
C 2.9513 3.8165 -3.3430 0.7 -0.7 1.7 -0.229
C 2.2347 2.5346 -3.7022 -2.2 1.0 -1.3 -0.196
N 1.7305 2.4468 -5.0769 0.0 -0.2 -1.6 -0.078
C 0.5949 3.3151 -5.4498 0.4 0.3 -0.1 -0.172
C 0.4756 3.4784 -6.9852 0.7 -0.2 1.1 -0.194
O 1.7577 3.4718 -7.5879 0.5 0.7 -0.5 -0.197
C 2.2593 4.7554 -7.9525 -0.2 0.0 -0.4 -0.093
H 3.6827 5.9905 -4.5303 -0.2 -0.1 -0.2 0.079
H 3.5743 6.5016 -2.8408 0.3 0.1 0.0 0.084
H 2.2976 6.9823 -3.9248 -0.1 -0.1 -0.3 0.086
H 3.2090 3.6033 -2.2927 0.6 0.2 0.0 0.120
H 3.8798 3.8615 -3.9222 0.0 0.3 -0.1 0.123
H 1.2820 2.4271 -3.1728 0.5 -0.1 0.9 0.115
H 2.8864 1.6848 -3.5032 0.0 0.1 0.1 0.113
H 2.4054 2.8098 -5.7485 0.5 -0.7 0.2 0.100
H 0.8473 4.2914 -5.0277 -0.9 0.2 0.1 0.104
H -0.3956 2.9335 -5.1900 0.2 0.1 0.8 0.120
H -0.0266 4.4393 -7.1163 -0.2 -0.1 -0.4 0.115
H -0.0998 2.6540 -7.4049 0.0 0.1 -0.1 0.125
H 1.4147 5.4124 -8.1627 0.1 0.2 0.0 0.083
H 2.8621 4.7053 -8.8606 -0.2 -0.5 -0.2 0.083
H 2.9411 5.2417 -7.2491 -0.3 -0.3 0.6 0.075
C 11.1641 -1.1936 -0.9320 -0.3 0.7 -0.3 -0.095
O 9.7494 -1.0660 -0.8679 0.5 -0.2 -0.1 -0.205
C 9.0235 -2.2853 -0.9541 -0.7 0.7 -0.4 -0.195
C 7.5604 -1.8337 -0.9750 0.0 0.9 0.1 -0.228
N 7.2756 -0.9498 -2.1080 0.0 0.1 -0.7 -0.052
C 6.2708 0.1059 -1.7859 0.8 -2.1 0.8 -0.166
C 4.9433 -0.5173 -1.4010 -0.2 0.5 -1.0 -0.241
O 4.3924 -1.0204 -2.6092 -0.6 0.4 -0.1 -0.182
C 3.1345 -1.6366 -2.3886 0.8 -1.0 -0.1 -0.097
H 11.4798 -1.9054 -1.6970 0.0 -0.5 0.4 0.087
H 11.5659 -1.3483 0.0689 0.2 -0.5 -0.1 0.087
H 11.5851 -0.2532 -1.2940 -0.3 0.2 0.2 0.084
H 9.2063 -2.9498 -0.1062 0.2 0.2 0.0 0.097
H 9.2673 -2.8131 -1.8804 0.1 0.0 -0.1 0.128
H 7.4024 -1.2318 -0.0661 0.2 -0.1 0.1 0.096
H 6.8615 -2.6688 -0.9124 0.1 -0.1 -0.3 0.119
H 8.1178 -0.4012 -2.2458 0.2 -0.4 -0.2 0.092
H 6.0579 0.7128 -2.6625 0.4 0.2 0.1 0.121
H 6.7614 0.6120 -0.9467 -0.8 0.8 0.1 0.120
H 4.3215 0.3122 -1.0381 -0.3 -0.3 0.4 0.123
H 4.9712 -1.3465 -0.6900 0.3 0.2 0.3 0.098
H 2.4954 -1.0692 -1.7116 -0.1 0.0 -0.1 0.075
H 3.3235 -2.6511 -2.0200 -0.3 0.1 0.6 0.100
H 2.6506 -1.8446 -3.3413 0.1 0.4 -0.1 0.079
C 1.2868 4.0604 1.5762 0.1 -0.1 2.0 -0.081
O 1.5044 2.7506 2.0865 -0.4 -0.4 -0.6 -0.250
C 1.9337 2.5775 3.4409 0.3 0.0 -1.3 -0.187
C 0.8484 2.9195 4.4508 0.7 1.0 -0.4 -0.225
N 1.3467 2.7486 5.7974 -0.6 0.2 0.8 -0.051
C 0.4448 3.3983 6.7776 -1.2 -1.9 -0.7 -0.180
C -0.7938 2.4705 7.0346 0.5 0.7 0.9 -0.208
O -0.4321 1.2165 7.6048 0.2 0.4 -0.2 -0.195
C 0.3591 1.3413 8.7678 0.0 -1.3 0.4 -0.129
H 0.6154 4.0347 0.7232 0.4 -0.2 -0.3 0.075
H 2.2574 4.5356 1.4179 -0.1 0.2 -0.5 0.090
H 0.7685 4.6197 2.3632 0.0 0.4 -0.3 0.076
H 2.8227 3.1905 3.6234 -0.1 0.2 0.2 0.126
H 2.3188 1.5576 3.3859 -0.4 -0.2 0.7 0.107
H -0.1438 2.5138 4.2217 0.2 -0.5 -0.1 0.119
H 0.7381 4.0026 4.3230 -0.2 0.0 0.1 0.107
H 1.2815 1.7646 6.0488 0.4 -0.1 -0.2 0.103
H 0.0011 4.3140 6.3902 0.5 0.3 0.1 0.115
H 0.9489 3.5153 7.7317 0.1 0.5 -0.1 0.095
H -1.3958 2.2464 6.1564 0.2 0.0 -0.2 0.113
H -1.4379 3.0192 7.7348 -0.2 -0.1 0.1 0.117
H -0.0413 2.0527 9.4931 0.1 0.3 -0.2 0.095
H 1.4261 1.4803 8.5746 -0.1 0.6 -0.2 0.087
H 0.3409 0.3618 9.2532 -0.3 0.0 0.0 0.088
C -5.2435 -5.0113 3.2958 0.0 0.4 -0.5 -0.165
O -5.9964 -4.2865 4.2560 0.2 -0.1 0.2 -0.112
H -5.4916 -4.6065 2.3103 -0.2 -0.3 0.0 0.062
H -4.1629 -4.8401 3.3684 0.0 -0.2 0.5 0.069
H -5.4687 -6.0754 3.3755 0.2 0.0 -0.3 0.081
H -6.3568 -4.9363 4.8616 -0.1 0.2 0.2 0.070
C -5.6021 6.7715 1.5573 -0.3 -0.2 1.7 -0.170
O -4.4657 5.9686 1.2939 -0.1 0.2 -0.4 -0.125
H -5.5443 7.8134 1.2425 0.0 -0.2 -0.6 0.079
H -6.5557 6.2850 1.3394 0.1 0.1 -0.8 0.080
H -5.6657 6.8365 2.6480 0.3 0.1 0.0 0.064
H -4.4121 5.8246 0.3434 0.1 0.0 0.0 0.074
C -0.0548 -5.1983 -0.7473 -0.7 1.0 -0.3 -0.177
O 0.8969 -4.2590 -0.2935 0.5 -0.3 -0.1 -0.141
H 0.3906 -6.0239 -1.2972 0.4 0.0 0.4 0.076
H -0.6970 -5.5415 0.0683 0.1 -0.3 0.0 0.071
H -0.7085 -4.7011 -1.4759 -0.2 -0.1 0.0 0.060
H 0.4361 -3.5703 0.2153 -0.1 -0.3 -0.2 0.016
C -6.1811 -1.7781 -3.5059 -1.3 0.0 1.5 -0.145
O -5.5874 -0.4975 -3.6476 0.3 -0.3 -0.3 -0.123
H -6.4272 -1.9365 -2.4533 0.3 -0.1 0.1 0.038
H -7.1792 -1.8427 -3.9477 0.3 0.0 -0.7 0.089
H -5.5591 -2.6279 -3.7779 0.3 0.4 -0.5 0.083
H -6.0324 0.0961 -3.0299 0.0 0.1 -0.3 0.057
C -6.0206 -6.8955 -0.0180 0.0 0.2 0.5 -0.146
O -5.7700 -7.0180 -1.3975 0.4 -0.5 -0.3 -0.134
H -5.1799 -6.4073 0.4859 -0.1 0.1 0.1 0.063
H -6.9173 -6.2843 0.0821 0.1 0.0 0.2 0.088
H -6.1755 -7.8654 0.4617 -0.2 0.0 -0.1 0.087
H -5.1647 -7.7548 -1.5276 0.0 0.0 -0.1 0.099
C -5.4058 4.2793 4.0907 -1.0 0.1 0.6 -0.155
O -5.6924 3.2699 5.0718 0.6 -0.1 -0.2 -0.127
H -6.0298 4.1259 3.2103 0.2 0.1 -0.2 0.076
H -5.6974 5.2190 4.5639 0.2 0.3 -0.3 0.072
H -4.3616 4.3367 3.7930 0.1 -0.4 0.2 0.066
H -6.4684 2.7817 4.7931 0.0 0.0 0.0 0.065
C -7.4257 0.1203 -0.6519 0.6 0.3 0.2 -0.148
O -7.7346 1.0553 -1.6767 -0.2 0.6 0.3 -0.119
H -8.2556 -0.5771 -0.5206 0.5 -0.5 -0.2 0.084
H -6.4490 -0.2518 -0.9641 -0.4 -1.0 0.2 0.058
H -7.2204 0.5429 0.3380 -0.2 0.4 -0.2 0.081
H -8.2195 1.7808 -1.2739 -0.1 0.1 -0.3 0.076
C -2.8704 -0.7199 2.7795 -0.4 -0.2 1.7 -0.084
O -3.0658 -2.1501 2.6488 0.6 0.2 -0.4 -0.168
H -1.8345 -0.4311 2.9667 0.2 -0.3 -0.5 0.088
H -3.2973 -0.2005 1.9307 0.1 -0.1 -0.1 0.068
H -3.3957 -0.4679 3.7051 -0.2 0.6 -0.3 0.097
H -3.0753 -2.5563 3.5207 0.0 0.1 0.1 0.101
C -2.1689 4.4127 -2.7904 0.1 0.8 0.4 -0.163
O -3.0533 4.8031 -3.8332 0.1 -0.6 -0.2 -0.117
H -2.5197 4.9361 -1.8949 0.0 -0.4 0.2 0.063
H -2.0999 3.3380 -2.6196 -0.2 0.0 -0.1 0.065
H -1.1592 4.7998 -2.9595 0.0 -0.1 -0.3 0.070
H -3.3689 3.9952 -4.2494 0.0 0.1 -0.1 0.073
O -7.9830 -3.6075 -1.7240 -0.1 -0.3 0.2 -0.050
H -7.0722 -3.9049 -1.6087 0.0 0.1 -0.1 0.016
H -8.2868 -3.4047 -0.8321 0.0 0.0 0.0 0.044
O -2.9796 0.2824 -4.5980 0.1 -0.2 0.1 -0.069
H -2.6395 0.2783 -3.6911 -0.1 0.4 -0.4 -0.024
H -3.7822 -0.2576 -4.5483 -0.1 0.3 0.1 0.005
O -6.6337 -5.9443 -3.7907 0.2 0.0 -0.1 -0.074
H -6.0977 -6.3701 -3.1016 -0.4 0.3 -0.1 -0.010
H -7.4899 -5.8020 -3.3735 0.0 0.0 0.0 0.023
O -0.6488 -2.8550 1.4582 -0.1 0.2 0.2 -0.054
H -1.5003 -2.4592 1.7245 0.1 -0.4 -0.1 0.015
H -0.3618 -3.3605 2.2268 0.1 0.1 0.0 0.071
O 0.8694 -0.0322 -4.0492 -0.3 -0.1 -0.2 -0.070
H 1.0419 0.6015 -4.7784 0.1 0.0 0.3 0.026
H 1.6685 -0.5607 -3.9893 0.0 0.1 -0.1 -0.010
O -5.3395 -1.8849 1.2316 -0.1 0.2 0.1 -0.075
H -4.7121 -1.9538 1.9728 -0.3 -0.2 -0.5 -0.009
H -4.7778 -1.8952 0.4357 -0.2 -0.1 0.1 0.002
```
Positions in Å, forces in eV/Å.

The calculation puts the total energy at -101062.398 eV. The calculation puts the LUMO energy at 0.15 eV.